(1)
82
Properties=species:S:1:pos:R:3:lowdin_spin:R:1 method="wB97M-V/def2-TZVPD" mol_weight_g_mol=663.5 charge=-1 orbital_gap_ev="1.15 / 5.79" lumo_energy_ha="0.0347 / 0.0333" energy_ev=-85235.0139 spin_multiplicity=2 homo_energy_ev="-0.21 / -4.89"
O 0.53 0.10 -1.27 0.015
C -0.44 -0.08 -0.43 0.001
O -1.58 -0.13 -0.93 0.003
O -0.36 -0.15 0.75 0.001
H -0.27 -0.01 -1.79 0.000
C -2.10 -1.79 -4.43 0.096
N -3.43 -1.12 -4.88 -0.001
C -4.59 -2.00 -4.48 0.080
C -3.41 0.26 -4.14 0.013
C -3.32 -1.04 -6.50 0.177
C -4.35 -0.12 -7.15 0.108
O -4.29 1.26 -6.77 0.030
H -1.82 -2.66 -5.02 0.059
H -2.21 -2.12 -3.39 0.006
H -1.41 -0.95 -4.39 0.011
H -5.40 -1.30 -4.71 0.009
H -4.63 -2.40 -3.47 0.008
H -4.67 -2.89 -5.10 0.058
H -3.45 0.14 -3.06 0.001
H -4.33 0.80 -4.37 0.004
H -2.63 0.96 -4.46 0.006
H -3.35 -2.09 -6.79 0.104
H -2.38 -0.52 -6.70 0.038
H -5.38 -0.45 -7.01 0.017
H -3.99 -0.13 -8.18 0.040
H -4.57 1.76 -7.54 0.013
C 2.97 2.35 -1.32 0.005
N 2.97 2.37 0.19 0.000
C 3.18 0.88 0.63 0.005
C 4.17 3.16 0.61 0.003
C 1.59 2.84 0.72 0.000
C 1.41 3.03 2.27 0.000
O 1.95 4.28 2.65 0.000
H 2.57 3.34 -1.52 0.000
H 2.18 1.74 -1.76 0.001
H 4.00 2.07 -1.56 0.002
H 3.06 0.93 1.71 0.001
H 4.18 0.49 0.42 0.004
H 2.37 0.32 0.16 0.000
H 4.10 3.22 1.70 0.000
H 4.09 4.19 0.25 0.000
H 5.04 2.71 0.15 0.001
H 0.85 2.20 0.23 0.000
H 1.45 3.81 0.25 0.000
H 1.67 2.12 2.81 0.000
H 0.35 3.27 2.36 0.000
H 1.36 4.60 3.34 0.000
C 1.38 -2.00 3.84 0.001
N 2.19 -2.81 2.85 0.000
C 1.53 -2.74 1.43 0.009
C 3.58 -2.15 2.72 0.010
C 2.31 -4.31 3.33 0.007
C 3.27 -4.68 4.47 0.010
O 4.60 -4.59 4.11 0.012
H 1.90 -2.03 4.80 0.000
H 0.40 -2.45 3.92 0.000
H 1.32 -0.96 3.53 0.000
H 0.46 -2.92 1.53 0.001
H 1.98 -3.49 0.77 0.006
H 1.74 -1.74 1.07 0.000
H 4.18 -2.48 1.87 0.006
H 4.10 -2.42 3.64 0.002
H 3.56 -1.06 2.65 0.001
H 2.50 -4.95 2.48 0.003
H 1.32 -4.45 3.77 0.001
H 3.08 -5.70 4.81 0.003
H 3.05 -4.04 5.32 0.001
H 5.11 -5.18 4.66 0.004
P -2.88 3.59 0.04 0.000
F -4.19 4.37 -0.61 0.000
F -1.81 4.57 -0.60 0.000
F -2.92 4.64 1.28 0.000
F -1.67 2.67 0.77 0.000
F -3.90 2.58 0.89 0.000
F -2.67 2.54 -1.23 0.001
P -1.58 0.67 4.85 0.000
F -2.01 1.84 3.75 0.000
F -1.10 -0.13 3.50 0.000
F -0.21 1.58 5.14 0.000
F -1.02 -0.53 5.90 0.000
F -2.24 1.48 6.13 0.000
F -3.01 -0.01 4.57 0.000

---

(2)
19
Properties=species:S:1:pos:R:3:lowdin_charge:R:1 method="wB97M-V/def2-TZVPD" mol_weight_g_mol=139.0 orbital_gap_ev=9.26 de_lowest_kcal_mol=68.90 lumo_energy_ha=0.0120 energy_ev=-19382.6797 homo_energy_ev=-8.93
B -0.32 -0.25 0.02 -0.494
C -0.44 0.49 -1.95 0.023
C -0.01 1.72 -2.10 -0.238
C 0.65 2.15 0.12 -0.186
C 0.23 0.94 0.94 -0.333
C 1.44 0.49 1.90 -0.084
C -1.43 -2.65 -0.63 -0.388
N 0.57 2.54 -1.07 0.028
S -0.77 -1.74 0.81 0.911
H -0.97 -0.25 -2.63 0.050
H -0.01 2.26 -3.05 0.092
H 1.29 2.95 0.60 0.122
H -0.68 1.10 1.63 0.151
H 1.72 1.30 2.54 0.044
H 2.46 0.16 1.25 0.159
H 1.03 -0.19 2.58 0.024
H -0.77 -3.55 -0.62 0.037
H -1.34 -2.01 -1.56 0.021
H -2.53 -2.81 -0.36 0.058

---

(3)
41
Properties=species:S:1:pos:R:3:lowdin_spin:R:1 method="wB97M-V/def2-TZVPD" mol_weight_g_mol=901.7 charge=-2 orbital_gap_ev="9.76 / 7.49" lumo_energy_ha="0.1280 / 0.0600" energy_ev=-334939.9597 spin_multiplicity=2 homo_energy_ev="-6.27 / -5.86"
Na -10.99 -12.94 -11.07 0.006
As -8.69 -9.90 -12.58 0.000
F -8.78 -10.05 -14.34 0.000
F -7.97 -8.22 -12.75 0.000
F -8.56 -9.84 -10.75 0.000
F -9.45 -11.47 -12.37 0.000
F -7.09 -10.70 -12.57 0.000
F -10.34 -9.12 -12.40 0.006
As -12.95 -11.03 -14.51 0.001
F -14.05 -9.97 -15.49 0.000
F -11.44 -10.43 -15.30 0.000
F -11.88 -12.05 -13.46 0.003
F -14.37 -11.66 -13.62 0.001
F -13.08 -12.33 -15.74 0.000
F -12.72 -9.72 -13.22 0.022
As -9.90 -12.81 -6.92 0.001
F -9.46 -14.47 -6.72 0.000
F -8.28 -12.22 -7.09 0.000
F -10.46 -11.10 -7.25 0.015
F -11.69 -13.09 -6.73 0.002
F -9.89 -12.56 -5.11 0.000
F -10.13 -13.14 -8.67 0.003
Br -12.33 -10.57 -10.06 0.939
C -12.03 -16.62 -12.28 0.000
C -12.56 -16.40 -10.80 0.000
C -11.45 -16.62 -9.70 0.000
F -10.79 -17.78 -9.76 0.000
F -10.54 -15.66 -9.66 0.000
F -13.02 -15.07 -10.80 0.000
F -13.63 -17.28 -10.49 0.000
O -11.39 -15.47 -12.92 0.000
C -10.96 -15.60 -14.28 0.000
C -10.15 -14.43 -14.75 0.000
F -9.13 -14.03 -13.94 0.000
F -9.69 -14.51 -16.00 0.000
F -10.04 -16.54 -14.41 0.000
F -12.01 -15.80 -15.08 0.000
H -12.88 -16.70 -12.96 0.000
H -11.60 -17.62 -12.32 0.000
H -11.92 -16.60 -8.72 0.000
H -10.73 -13.51 -14.86 0.000

---

(4)
11
Properties=species:S:1:pos:R:3:lowdin_charge:R:1 method="wB97M-V/def2-TZVPD" mol_weight_g_mol=87.1 orbital_gap_ev=10.79 de_lowest_kcal_mol=10.50 lumo_energy_ha=0.0252 energy_ev=-8777.2392 homo_energy_ev=-10.10
C 1.31 -0.43 -0.93 0.001
C 0.57 0.22 0.17 -0.503
O 1.09 0.50 1.22 0.087
N -0.82 0.44 -0.05 0.120
C -1.58 0.19 1.08 -0.326
O -2.78 0.16 1.14 0.049
H 0.73 -1.28 -1.31 0.090
H 2.29 -0.74 -0.57 0.095
H 1.39 0.33 -1.70 0.092
H -1.35 0.61 -0.91 0.165
H -0.85 -0.01 1.87 0.129

---

(5)
10
Properties=species:S:1:pos:R:3:lowdin_spin:R:1 method="wB97M-V/def2-TZVPD" mol_weight_g_mol=146.6 charge=-1 orbital_gap_ev="6.73 / 5.69" lumo_energy_ha="0.1453 / 0.1070" energy_ev=-52926.6066 spin_multiplicity=2 homo_energy_ev="-2.78 / -2.78"
O 3.43 0.63 -0.62 0.000
C 2.68 -0.25 -0.38 0.001
C 0.60 0.30 0.00 0.002
C -0.24 -0.92 -0.32 0.005
C -1.23 -0.14 0.04 0.012
O -2.36 0.25 0.30 0.135
Cu -4.21 0.07 1.74 0.844
H 0.62 1.17 -0.68 0.000
H 0.83 0.52 1.06 0.000
H -0.13 -1.61 -1.15 0.000